Entry 1:
10
Properties=species:S:1:pos:R:3:mulliken_charge:R:1 method="wB97M-V/def2-TZVPD" largest_force_ev_per_a=4.1 lumo_energy_ha=0.0312 smiles="CC(=O)NO" gap_ev=10.40
O 1.89619 -0.19398 0.11495 -0.379
O -0.36114 1.37482 -0.00224 -0.618
N 0.67630 -0.63143 -0.17129 -0.127
C -0.36323 0.18081 -0.05928 0.530
C -1.78341 -0.56029 0.04949 -0.817
H 0.41140 -1.53805 0.16252 0.251
H -2.17598 -0.20181 1.05005 0.236
H 1.76361 0.76726 -0.07523 0.364
H -2.39062 -0.06975 -0.69472 0.255
H -1.74303 -1.70750 -0.08656 0.306

***

Entry 2:
10
Properties=species:S:1:pos:R:3:mulliken_charge:R:1 method="wB97M-V/def2-TZVPD" largest_force_ev_per_a=1.2 lumo_energy_ha=0.0206 smiles="C=NO.C=O" gap_ev=10.83
O 1.98560 0.77519 0.17787 -0.296
O -2.32797 -0.07241 0.19971 -0.408
N 1.45293 -0.28298 -0.46192 -0.174
C 0.56479 -0.96159 0.11098 -0.610
C -1.49512 0.53562 -0.40403 -0.112
H 0.17193 -1.81834 -0.39943 0.347
H 1.61304 0.88449 1.07508 0.317
H -0.95726 1.40412 0.01757 0.249
H 0.23458 -0.78604 1.14081 0.382
H -1.24252 0.32195 -1.45665 0.305

***

Entry 3:
10
Properties=species:S:1:pos:R:3:mulliken_charge:R:1 method="wB97M-V/def2-TZVPD" largest_force_ev_per_a=4.0 lumo_energy_ha=0.0255 smiles="NC=O.C=O" gap_ev=10.54
O 1.68315 0.59994 -0.21038 -0.564
O -1.79331 -0.33742 1.01422 -0.424
N 0.34525 -1.00091 -0.94265 -0.334
C -1.32101 0.76427 1.36387 0.058
C 1.18530 0.04254 -1.15857 0.143
H -0.23807 0.84519 1.07337 0.122
H -0.10188 -1.30380 -1.74331 0.178
H 1.41112 0.33945 -2.19136 0.328
H -1.92621 1.72966 1.78003 0.222
H 0.13381 -1.54513 0.01735 0.272

***

Entry 4:
10
Properties=species:S:1:pos:R:3:lowdin_spin:R:1 method="wB97M-V/def2-TZVPD" largest_force_ev_per_a=1.3 s_squared=0.7598 lumo_energy_ha="-0.1977 / -0.3692" spin_multiplicity=2 gap_ev="9.99 / 4.18" total_charge=+1
O 0.32674 -0.28892 0.53019 0.234
O -2.84948 2.09947 -0.06318 0.452
N 1.94394 -1.24849 -0.77548 0.009
C -2.51288 1.15374 0.53579 0.128
C 1.44666 -0.31324 0.04080 0.029
H 2.55112 -0.99574 -1.52940 0.001
H 1.56471 -2.18425 -0.76425 0.000
H -3.05102 0.18039 0.59228 0.067
H 2.12990 0.51590 0.28893 0.014
H -1.54968 1.08115 1.14433 0.066

***

Entry 5:
11
Properties=species:S:1:pos:R:3:mulliken_charge:R:1 method="wB97M-V/def2-TZVPD" largest_force_ev_per_a=3.0 lumo_energy_ha=0.0283 gap_ev=10.13
S 0.95941 -0.87050 -0.83522 0.473
O 1.55186 -0.55339 -2.12546 -0.532
O 1.33005 0.10888 1.61912 -0.428
N 0.76460 0.50918 0.39428 -0.095
C -0.76602 0.30247 0.43982 -0.444
C -0.86505 -0.36898 -0.86766 -0.440
H 1.77487 0.87070 1.96695 0.343
H -1.41950 1.21293 0.61005 0.247
H -1.51664 -1.31882 -0.88968 0.318
H -0.79545 0.33447 -1.72496 0.289
H -1.01814 -0.22695 1.41276 0.268

***

Entry 6:
11
Properties=species:S:1:pos:R:3:mulliken_charge:R:1 method="wB97M-V/def2-TZVPD" largest_force_ev_per_a=6.7 lumo_energy_ha=-0.0133 gap_ev=8.86
S 0.09278 1.77689 1.01900 -0.250
O -0.81834 -0.28018 -1.97251 -0.541
O -1.92814 0.15803 -0.13466 -0.588
N -0.92725 0.16635 -0.85976 0.895
C 0.85354 -1.17229 0.46125 -0.950
C 0.27948 0.60345 -0.23046 -0.276
H 0.96313 1.05368 -0.86293 0.417
H -1.24061 1.58298 0.86591 0.213
H -0.04301 -1.37048 1.00387 0.354
H 1.11937 -1.63802 -0.36509 0.385
H 1.64905 -0.88041 1.07539 0.342

***

Entry 7:
11
Properties=species:S:1:pos:R:3:mulliken_charge:R:1 method="wB97M-V/def2-TZVPD" largest_force_ev_per_a=4.4 lumo_energy_ha=-0.0235 gap_ev=9.22
S 0.62557 1.56923 -0.19616 0.462
O -2.70635 -1.82235 -0.09282 -0.389
O -0.60829 1.85525 0.51072 -0.462
N 1.14261 0.22724 0.26572 -0.173
C -2.94802 -0.66494 0.03297 -0.029
C 2.49641 -0.14523 -0.16677 -0.607
H 2.41514 -1.23242 -0.42944 0.223
H 3.17923 -0.16961 0.80371 0.218
H -2.99392 0.00132 -0.82751 0.218
H -3.38171 -0.17720 0.97044 0.193
H 2.77934 0.55872 -0.87086 0.347

***

Entry 8:
11
Properties=species:S:1:pos:R:3:mulliken_charge:R:1 method="wB97M-V/def2-TZVPD" largest_force_ev_per_a=4.3 lumo_energy_ha=0.0145 smiles="O=C(CO)NS" gap_ev=9.99
S 1.56622 -0.81649 1.46306 -0.188
O 0.30564 0.47529 -1.69575 -0.489
O -2.15467 -0.31080 0.12764 -0.560
N -0.12263 -0.67143 1.11751 -0.350
C -0.15237 1.09722 -0.55457 -0.345
C -1.00251 0.07397 0.31518 0.634
H 2.22665 -1.79568 0.67260 0.157
H -0.44847 -1.56770 1.62997 0.321
H 0.75565 1.44370 0.08102 0.257
H -0.80570 2.07863 -0.82049 0.238
H -0.16780 -0.00670 -2.33617 0.325

***

Entry 9:
11
Properties=species:S:1:pos:R:3:mulliken_charge:R:1 method="wB97M-V/def2-TZVPD" largest_force_ev_per_a=3.1 lumo_energy_ha=0.0107 gap_ev=11.47
S -0.38659 -0.43180 0.01619 0.900
O 0.43300 0.47127 0.80168 -0.663
O -0.32149 -1.83182 0.06337 -0.520
N 3.19646 0.28494 0.05006 0.005
C 4.31697 0.50347 -0.26019 -0.211
C -2.05911 0.12720 0.08267 -0.943
H 2.22629 0.07350 0.24795 0.265
H -0.12194 0.00989 -1.19168 0.121
H -2.47694 0.26164 1.02651 0.357
H -2.68647 -0.57322 -0.34751 0.383
H -2.12018 1.10494 -0.48904 0.306

***

Entry 10:
12
Properties=species:S:1:pos:R:3:mulliken_charge:R:1 method="wB97M-V/def2-TZVPD" largest_force_ev_per_a=4.3 lumo_energy_ha=-0.0023 gap_ev=9.12
S -2.15673 -0.18905 1.72639 -0.133
S -2.93336 -0.78419 -0.91788 -0.124
O -2.01382 2.41029 -1.35242 -0.294
O -1.96268 3.85620 0.42774 -0.395
N 1.45342 0.89560 1.67243 -0.624
C -1.72625 -0.18582 0.12522 -0.020
C -1.97206 3.15313 -0.50532 0.704
H -3.46541 -0.41696 1.93749 0.104
H 2.16871 1.21866 2.27153 0.211
H 1.89115 0.33427 0.87007 0.225
H -2.19522 -0.79004 -1.97755 0.154
H 0.91036 0.24087 2.24562 0.191